1.
A molecular structure, C23H18N6O4Zr. Source: the OMol25 dataset; level of theory: the ωB97M-V functional and the def2-TZVPD basis.

CARTESIAN COORDINATES (ANGSTROEM)
1 Zr 0.46 0.15 -1.50
2 C -0.40 3.33 -1.29
3 N 0.85 2.60 -0.93
4 C 1.26 2.75 0.51
5 C 0.99 1.43 1.23
6 N 0.14 0.73 0.55
7 C 0.73 -1.47 -0.01
8 C 0.49 -2.94 0.22
9 C 1.05 -3.57 1.26
10 C 1.95 -2.81 2.18
11 C 2.49 -1.05 3.62
12 C 2.23 -0.35 2.25
13 N 1.69 1.02 2.30
14 C -1.49 2.45 -1.82
15 N -1.33 1.20 -2.25
16 C -2.59 0.75 -2.67
17 C -2.99 -0.47 -3.20
18 C -4.33 -0.59 -3.53
19 C -5.24 0.46 -3.34
20 C -4.85 1.67 -2.82
21 C -3.50 1.79 -2.49
22 N -2.76 2.85 -1.95
23 H -0.16 4.09 -2.05
24 H -0.78 3.87 -0.42
25 H 1.60 3.01 -1.47
26 H 0.75 3.58 0.99
27 H 2.33 2.95 0.55
28 H -0.15 -3.49 -0.46
29 H 0.89 -4.63 1.41
30 H 2.79 -2.55 1.52
31 H 2.32 -0.43 4.49
32 H 2.28 1.71 2.76
33 H -2.30 -1.29 -3.39
34 H -4.68 -1.52 -3.95
35 H -6.27 0.31 -3.61
36 H -5.55 2.49 -2.68
37 H -3.12 3.76 -1.71
38 O 3.16 -4.36 3.70
39 C 2.83 -3.30 3.32
40 O 3.39 -2.09 3.82
41 C 1.38 -1.51 2.74
42 C -0.05 -1.39 3.03
43 C -0.81 -0.91 2.05
44 N -0.21 -0.61 0.79
45 C 2.20 -1.05 -0.07
46 C 2.92 -0.53 0.94
47 C 2.84 -1.17 -1.44
48 O 3.90 -1.65 -1.66
49 O 2.05 -0.57 -2.41
50 H -0.46 -1.70 3.98
51 H -1.87 -0.73 2.11
52 H 3.95 -0.22 0.80

Values from the calculation:
- Total charge: +2
- Orbital gap: 7.36 eV
- Spin multiplicity: 1
- E: -42536.733 eV

Quick look at the Löwdin charges, all values in e: Zr 1.947; C -0.074; N -0.094; C -0.058; C -0.268; N -0.066; C -0.322; C -0.013; C 0.043; C -0.108; C -0.093; C -0.207; N 0.209; C -0.285; N -0.024; C -0.212; C -0.006; C -0.042; C -0.035; C 0.020; C -0.159; N 0.208; H 0.152; H 0.137; H 0.139; H 0.140; H 0.146; H 0.116; H 0.139; H 0.161; H 0.180; H 0.177; H 0.117; H 0.123; H 0.124; H 0.128; H 0.192; O 0.237; C -0.339; O 0.095; C -0.247; C 0.058; C -0.034; N -0.126; C -0.183; C 0.099; C -0.511; O 0.209; O -0.227; H 0.143; H 0.129; H 0.162

2.
A molecular structure, C23H18N7O5S2V. Source: the OMol25 dataset; level of theory: the ωB97M-V functional and the def2-TZVPD basis.

CARTESIAN COORDINATES (ANGSTROEM)
1 V 1.81 0.09 -0.16
2 N 5.65 -0.92 0.74
3 C 4.36 -0.52 0.92
4 S 3.94 1.13 0.46
5 N 3.56 -1.39 1.49
6 N 2.27 -0.85 1.49
7 C 1.59 -0.73 2.59
8 C 2.02 -1.25 3.90
9 C 2.04 -0.45 5.04
10 C 2.45 -0.97 6.26
11 C 2.85 -2.29 6.35
12 C 2.84 -3.10 5.22
13 C 2.43 -2.58 4.01
14 C 0.44 0.17 2.45
15 C -0.54 0.38 3.43
16 C -1.52 1.31 3.22
17 C -1.54 2.04 2.03
18 C -0.57 1.76 1.09
19 N 0.40 0.86 1.28
20 H 6.18 -0.39 0.06
21 H 5.80 -1.91 0.76
22 H 1.76 0.59 4.97
23 H 2.47 -0.33 7.13
24 H 3.17 -2.69 7.31
25 H 3.16 -4.13 5.28
26 H 2.44 -3.20 3.11
27 H -0.50 -0.20 4.34
28 H -2.29 1.48 3.97
29 H -2.30 2.78 1.82
30 H -0.56 2.27 0.14
31 O -3.12 4.23 -5.88
32 S -4.51 3.80 -5.82
33 O -5.17 3.64 -7.10
34 O -5.30 4.46 -4.80
35 C -4.40 2.10 -5.18
36 N -5.41 1.27 -5.44
37 C -5.33 0.05 -4.93
38 C -4.27 -0.37 -4.13
39 C -3.30 0.58 -3.90
40 N -3.35 1.80 -4.42
41 C -2.09 0.31 -3.05
42 C -2.08 -0.67 -2.07
43 C -0.95 -0.83 -1.29
44 N 0.14 -0.07 -1.45
45 C 0.15 0.85 -2.42
46 C -0.95 1.08 -3.23
47 H -6.14 -0.63 -5.17
48 H -4.23 -1.38 -3.75
49 H -2.94 -1.30 -1.88
50 H -0.89 -1.57 -0.51
51 H 1.07 1.40 -2.56
52 H -0.94 1.86 -3.99
53 O 1.89 -2.56 -1.11
54 C 2.55 -1.93 -1.93
55 O 2.85 -0.68 -1.83
56 H 2.91 -2.43 -2.85

Values from the calculation:
- Total charge: -1
- Orbital gap (alpha / beta): 6.64 / 6.48 eV
- Spin multiplicity: 4
- E: -92173.458 eV

Quick look at the Löwdin charges, all values in e: V 0.652; N 0.065; C -0.850; S 0.590; N 0.039; N -0.124; C -0.167; C -0.167; C -0.042; C -0.084; C -0.094; C -0.078; C -0.026; C -0.187; C -0.011; C -0.054; C -0.047; C -0.104; N 0.023; H 0.072; H 0.091; H 0.117; H 0.100; H 0.098; H 0.101; H 0.115; H 0.115; H 0.109; H 0.109; H 0.119; O -0.372; S 0.380; O -0.364; O -0.363; C -0.332; N 0.122; C -0.126; C -0.008; C -0.232; N 0.163; C -0.125; C 0.008; C -0.098; N -0.052; C -0.097; C 0.027; H 0.105; H 0.099; H 0.111; H 0.124; H 0.124; H 0.126; O -0.059; C -0.543; O -0.220; H 0.120

3.
A single C23H19BrN2O5 molecule. Source: the OMol25 dataset; level of theory: the ωB97M-V functional and the def2-TZVPD basis.

CARTESIAN COORDINATES (ANGSTROEM)
1 O 0.99 0.51 -1.78
2 C 1.08 0.53 -0.57
3 N 1.65 -0.45 0.16
4 C 2.20 -1.62 -0.47
5 C 1.76 -2.91 0.26
6 C 0.26 -3.03 0.31
7 C -0.45 -3.33 -0.84
8 C -1.83 -3.44 -0.80
9 C -2.51 -3.27 0.39
10 C -1.80 -2.97 1.54
11 C -0.42 -2.85 1.50
12 C 3.72 -1.60 -0.45
13 O 4.41 -1.12 0.41
14 O 4.23 -2.25 -1.51
15 C 0.55 1.71 0.21
16 C 1.30 2.61 0.86
17 C 2.73 2.61 1.00
18 C 3.53 3.48 1.70
19 C 4.85 3.04 1.51
20 C 4.77 1.94 0.71
21 O 3.49 1.67 0.40
22 N -0.82 1.90 0.05
23 C -1.69 0.88 -0.21
24 O -1.39 -0.29 -0.15
25 C -3.06 1.37 -0.58
26 C -3.20 2.23 -1.67
27 C -4.45 2.63 -2.09
28 C -5.58 2.17 -1.44
29 C -5.46 1.32 -0.35
30 C -4.20 0.92 0.06
31 Br -4.06 -0.20 1.59
32 H 1.76 -0.35 1.16
33 H 1.85 -1.63 -1.50
34 H 2.17 -2.90 1.27
35 H 2.19 -3.76 -0.27
36 H 0.07 -3.47 -1.78
37 H -2.38 -3.67 -1.71
38 H -3.58 -3.36 0.42
39 H -2.33 -2.82 2.47
40 H 0.12 -2.61 2.40
41 H 5.20 -2.26 -1.47
42 H 0.81 3.47 1.31
43 H 3.20 4.32 2.27
44 H 5.74 3.48 1.91
45 H 5.51 1.27 0.33
46 H -1.18 2.84 0.15
47 H -2.31 2.56 -2.19
48 H -4.55 3.29 -2.94
49 H -6.57 2.47 -1.77
50 H -6.34 0.96 0.17

Values from the calculation:
- Orbital gap: 8.17 eV
- Spin multiplicity: 1
- SMILES: O=C(N[C@H](Cc1ccccc1)C(=O)O)/C(=C\c1ccco1)NC(=O)c1ccccc1Br
- E: -107420.197 eV

Quick look at the Löwdin charges, all values in e: O 0.103; C -0.447; N 0.147; C -0.205; C -0.077; C -0.237; C -0.040; C -0.079; C -0.119; C -0.120; C -0.049; C -0.478; O 0.117; O 0.130; C -0.132; C 0.047; C -0.276; C -0.020; C -0.057; C -0.109; O 0.037; N 0.149; C -0.445; O 0.099; C -0.177; C -0.023; C -0.072; C -0.075; C -0.121; C -0.586; Br 0.837; H 0.167; H 0.157; H 0.127; H 0.131; H 0.118; H 0.104; H 0.095; H 0.092; H 0.111; H 0.136; H 0.127; H 0.108; H 0.100; H 0.117; H 0.158; H 0.123; H 0.105; H 0.107; H 0.100

Question: Number 1 is which compound?
Answer: C23H18N6O4Zr

Repeat the first record exactly.
A molecular structure, C23H18N6O4Zr. Source: the OMol25 dataset; level of theory: the ωB97M-V functional and the def2-TZVPD basis.

CARTESIAN COORDINATES (ANGSTROEM)
1 Zr 0.46 0.15 -1.50
2 C -0.40 3.33 -1.29
3 N 0.85 2.60 -0.93
4 C 1.26 2.75 0.51
5 C 0.99 1.43 1.23
6 N 0.14 0.73 0.55
7 C 0.73 -1.47 -0.01
8 C 0.49 -2.94 0.22
9 C 1.05 -3.57 1.26
10 C 1.95 -2.81 2.18
11 C 2.49 -1.05 3.62
12 C 2.23 -0.35 2.25
13 N 1.69 1.02 2.30
14 C -1.49 2.45 -1.82
15 N -1.33 1.20 -2.25
16 C -2.59 0.75 -2.67
17 C -2.99 -0.47 -3.20
18 C -4.33 -0.59 -3.53
19 C -5.24 0.46 -3.34
20 C -4.85 1.67 -2.82
21 C -3.50 1.79 -2.49
22 N -2.76 2.85 -1.95
23 H -0.16 4.09 -2.05
24 H -0.78 3.87 -0.42
25 H 1.60 3.01 -1.47
26 H 0.75 3.58 0.99
27 H 2.33 2.95 0.55
28 H -0.15 -3.49 -0.46
29 H 0.89 -4.63 1.41
30 H 2.79 -2.55 1.52
31 H 2.32 -0.43 4.49
32 H 2.28 1.71 2.76
33 H -2.30 -1.29 -3.39
34 H -4.68 -1.52 -3.95
35 H -6.27 0.31 -3.61
36 H -5.55 2.49 -2.68
37 H -3.12 3.76 -1.71
38 O 3.16 -4.36 3.70
39 C 2.83 -3.30 3.32
40 O 3.39 -2.09 3.82
41 C 1.38 -1.51 2.74
42 C -0.05 -1.39 3.03
43 C -0.81 -0.91 2.05
44 N -0.21 -0.61 0.79
45 C 2.20 -1.05 -0.07
46 C 2.92 -0.53 0.94
47 C 2.84 -1.17 -1.44
48 O 3.90 -1.65 -1.66
49 O 2.05 -0.57 -2.41
50 H -0.46 -1.70 3.98
51 H -1.87 -0.73 2.11
52 H 3.95 -0.22 0.80

Values from the calculation:
- Total charge: +2
- Orbital gap: 7.36 eV
- Spin multiplicity: 1
- E: -42536.733 eV

Quick look at the Löwdin charges, all values in e: Zr 1.947; C -0.074; N -0.094; C -0.058; C -0.268; N -0.066; C -0.322; C -0.013; C 0.043; C -0.108; C -0.093; C -0.207; N 0.209; C -0.285; N -0.024; C -0.212; C -0.006; C -0.042; C -0.035; C 0.020; C -0.159; N 0.208; H 0.152; H 0.137; H 0.139; H 0.140; H 0.146; H 0.116; H 0.139; H 0.161; H 0.180; H 0.177; H 0.117; H 0.123; H 0.124; H 0.128; H 0.192; O 0.237; C -0.339; O 0.095; C -0.247; C 0.058; C -0.034; N -0.126; C -0.183; C 0.099; C -0.511; O 0.209; O -0.227; H 0.143; H 0.129; H 0.162